{
  "formula": "CH2ClNOS2",
  "method": "ωB97M-V with the def2-TZVPD basis set",
  "elements": ["C", "N", "O", "S", "S", "Cl", "H", "H"],
  "positions_angstrom": [[0.99681, 0.76078, -0.82825], [-1.17605, -0.29062, -0.44293], [1.90590, 1.50447, -0.74540], [0.51628, -0.47790, 1.93197], [-0.39479, 0.75761, 0.47522], [-2.65701, -0.90161, 0.12845], [0.49615, 0.12004, -1.70765], [0.31271, -1.47278, 1.18858]],
  "forces_ev_per_angstrom": [[-1.3, 0.5, -1.3], [0.2, 0.3, -0.8], [-0.1, -0.9, -0.2], [0.9, 2.2, 2.2], [-0.3, -0.9, 0.0], [-0.3, 0.2, 0.3], [1.4, 0.8, 1.5], [-0.4, -2.2, -1.6]],
  "mulliken_charge": [0.2128, -0.3705, -0.3359, -0.2042, 0.2736, -0.1134, 0.3472, 0.1903],
  "energy_ev": -38796.2016,
  "relative_energy_kcal_mol": 59.2,
  "orbital_gap_ev": 8.14
}

***

{
  "formula": "CH2ClO2P",
  "method": "ωB97M-V with the def2-TZVPD basis set",
  "elements": ["C", "O", "O", "P", "Cl", "H", "H"],
  "positions_angstrom": [[1.31002, 0.20729, -0.63704], [2.40241, -0.44645, -0.33266], [1.11056, 0.99363, 0.39532], [2.52076, 0.37411, 1.16521], [-1.88301, -1.31126, 2.17281], [0.74598, 0.18281, -1.54188], [-1.41623, -0.23884, 1.65151]],
  "forces_ev_per_angstrom": [[0.9, 0.3, 1.4], [-0.7, -0.1, -1.0], [-0.5, -0.2, -0.9], [0.4, 0.1, 0.8], [0.0, 0.0, 0.0], [-0.2, -0.1, -0.3], [0.0, 0.0, 0.0]],
  "mulliken_charge": [0.2050, -0.2927, -0.3082, 0.0223, -0.2381, 0.3813, 0.2304],
  "energy_ev": -26973.6762,
  "relative_energy_kcal_mol": 47.8,
  "orbital_gap_ev": 7.96,
  "smiles": "O1C2OP12.Cl"
}

***

| no. | HOMO (eV) |
| --- | --- |
| 1 | -8.79 |
| 2 | -7.67 |